ORCA calculation (ωB97M-V with the def2-TZVPD basis set) on a 10-piece molecular cluster, C29H57NO27 overall in a non-equilibrium geometry.

Summary:
* energy above the lowest of the compared OMol25 structures with the same formula, charge and spin: 63.9 kcal per mole
* HOMO-LUMO gap: 10.911 eV
* LUMO level: 0.012 Ha

Each line ends with the Mulliken charge.
Element x y z (Å)
O 13.622 8.128 1.060  -0.2954
O 3.716 -1.751 7.627  -0.5638
O -3.181 11.110 12.341  -0.3240
O 14.363 8.909 11.875  -0.3021
O 14.031 9.672 14.027  -0.5642
O -6.419 -1.421 11.039  -0.5626
O 6.625 6.232 9.207  -0.5565
O -3.107 13.220 12.442  -0.3070
O 9.459 15.969 9.401  -0.2800
O -1.664 5.147 3.244  -0.2888
O -2.410 5.289 5.430  -0.5853
O 10.925 14.999 8.219  -0.2745
O 6.089 8.150 10.378  -0.2867
O 2.497 -1.831 9.612  -0.2894
O -5.300 0.410 10.302  -0.3022
O 4.542 -1.018 9.766  -0.2737
O 13.123 7.630 3.253  -0.5871
O -2.148 7.094 3.980  -0.2895
O 14.936 10.930 12.339  -0.2938
O 10.840 17.366 8.236  -0.5597
O 0.835 15.319 5.588  -0.5579
O 0.106 17.142 6.726  -0.3068
O -6.433 -0.700 8.847  -0.3071
O 1.036 15.634 7.879  -0.2984
O -4.210 12.224 10.714  -0.6149
O 11.613 7.750 1.494  -0.2931
O 4.497 6.725 9.981  -0.2716
N 9.009 13.361 16.523  -0.3630
C 13.893 7.497 12.097  -0.5962
C 9.724 13.030 17.386  0.3159
C 3.885 5.724 9.169  -0.7287
C 5.797 6.947 9.780  0.7341
C 1.727 14.356 8.150  -0.5822
C -3.513 14.508 12.065  -0.6669
C 10.500 7.476 2.397  -0.6370
C -4.871 0.842 11.605  -0.6199
C 14.454 9.774 12.887  0.7528
C -3.743 9.862 11.916  -0.6296
C 3.597 -1.517 8.876  0.7367
C 12.821 7.776 2.037  0.7992
C -2.122 5.800 4.316  0.7780
C -2.394 8.110 4.958  -0.6634
C 8.619 16.984 9.941  -0.6903
C 12.167 14.907 7.616  -0.6755
C -1.541 3.710 3.329  -0.6559
C 0.667 15.934 6.608  0.7978
C 7.404 8.621 10.381  -0.6627
C 5.770 -0.613 9.217  -0.6193
C -0.437 17.850 5.607  -0.6407
C 14.887 8.668 1.425  -0.6538
C -3.498 12.214 11.740  0.8715
C -7.487 -1.570 8.464  -0.6311
C 1.464 -2.594 8.952  -0.6093
C 10.580 12.600 18.431  -0.7237
C 10.466 16.250 8.591  0.7530
C -6.090 -0.632 10.182  0.8245
C 14.864 12.147 13.081  -0.6319
H 12.954 7.393 12.640  0.2974
H -3.353 8.041 5.470  0.2998
H -1.072 3.318 2.426  0.2574
H -3.674 14.621 10.993  0.3268
H -3.834 1.121 11.422  0.2142
H 15.107 12.101 14.142  0.2896
H 10.168 12.907 19.392  0.2600
H 7.465 9.615 10.824  0.2641
H -1.638 8.268 5.727  0.2959
H 0.761 -3.017 9.670  0.2333
H 2.777 14.621 8.276  0.2436
H -1.499 17.628 5.499  0.2634
H 1.650 13.613 7.356  0.3228
H 4.276 4.707 9.171  0.2995
H 1.269 14.037 9.087  0.2086
H 8.321 16.648 10.935  0.2681
H 15.518 12.927 12.690  0.2401
H -7.043 -1.940 7.540  0.2210
H 10.289 8.329 3.042  0.2901
H 6.354 -0.051 9.946  0.2403
H -0.345 18.935 5.655  0.2351
H 13.811 12.427 13.035  0.2884
H 15.295 9.104 0.513  0.2366
H 9.610 7.354 1.781  0.2451
H 5.611 0.095 8.404  0.2947
H -7.541 -2.417 9.148  0.3310
H 7.653 17.180 9.476  0.2903
H 13.802 7.120 11.079  0.2272
H 14.706 9.453 2.158  0.3148
H 9.029 17.992 10.009  0.3194
H 2.843 5.501 9.398  0.3100
H 3.917 5.867 8.089  0.3155
H -4.473 14.761 12.515  0.2858
H 0.066 17.488 4.710  0.3148
H -2.789 15.248 12.407  0.2422
H -4.950 -0.020 12.267  0.3276
H 15.657 8.026 1.852  0.2843
H 8.127 8.040 10.954  0.2886
H 10.585 6.553 2.971  0.2961
H -5.294 1.745 12.047  0.2581
H -2.458 9.067 4.439  0.2621
H -0.825 3.433 4.102  0.2977
H 14.653 6.936 12.642  0.2924
H 1.944 -3.444 8.467  0.3001
H 10.690 11.516 18.441  0.2641
H -3.299 9.065 12.513  0.2378
H 12.126 15.016 6.533  0.2767
H 12.618 13.935 7.815  0.2556
H 0.908 -1.952 8.269  0.2710
H -8.455 -1.097 8.294  0.2464
H 11.571 12.996 18.209  0.2470
H -4.830 9.787 11.942  0.2867
H -3.413 9.693 10.891  0.2917
H 6.328 -1.470 8.840  0.2793
H -2.440 3.136 3.553  0.2918
H 12.883 15.643 7.983  0.3170
H 7.851 8.770 9.398  0.2945

Atoms 1-2, force components in eV/Å:
O 1.20 -0.43 -0.40
O -0.05 1.35 5.19